Record 1
Density functional theory data (ωB97M-V/def2-TZVPD) for a molecular structure, C8H10MnN2S at a distorted geometry.

The geometry in XYZ format:
```
22
Properties=species:S:1:pos:R:3:forces:R:3:lowdin_spin:R:1
C -0.481 0.739 -1.933 0.0 2.3 -0.8 0.05
C 0.938 0.987 -1.754 -0.9 0.9 -0.2 -0.02
C 1.095 1.850 -0.613 -0.7 1.0 -0.8 0.05
C -0.205 2.133 -0.078 0.2 0.6 -1.3 0.05
C -1.182 1.450 -0.878 0.9 1.1 -1.4 0.04
Mn 0.121 -0.040 -0.126 1.8 2.5 1.5 3.20
N -1.330 -0.857 0.390 -1.5 -3.4 0.1 0.38
C -0.312 -1.959 -0.454 -1.5 -3.4 0.5 0.02
C 1.132 -1.559 -0.612 -0.1 -1.4 -0.5 0.00
H 2.040 2.263 -0.265 -0.3 -0.4 0.1 0.01
H 1.740 0.615 -2.386 -0.3 0.1 0.3 0.00
H -0.422 2.792 0.760 0.1 -0.5 -0.1 0.00
H -2.261 1.523 -0.764 0.4 -0.3 0.1 0.00
H -0.939 0.178 -2.744 0.1 0.0 0.4 0.01
H 1.484 -1.577 -1.649 0.1 -0.2 0.5 0.00
H -0.329 -2.843 0.199 -0.3 0.3 0.0 0.01
H -2.289 -1.214 0.391 0.8 -0.1 -0.3 0.03
H 1.772 -2.004 0.156 0.0 0.3 -0.5 0.01
H -0.785 -2.257 -1.401 0.0 0.4 0.2 0.00
S 1.176 0.065 1.923 1.0 0.2 2.2 0.10
C -0.067 -0.092 3.031 -1.4 -0.2 1.9 0.03
N -0.896 -0.195 3.867 1.5 0.2 -1.6 0.02
```
Forces are in eV/Å.

Results
Multiplicity: 5
⟨S²⟩: 6.061
Total charge: -1

=====

Record 2
Density functional theory data (ωB97M-V/def2-TZVPD) for C8H10N2O in the gas phase at a distorted geometry.

The geometry in XYZ format:
```
21
Properties=species:S:1:pos:R:3:forces:R:3:lowdin_charge:R:1
C -2.354 1.246 1.032 -1.7 0.1 -1.9 0.06
C -2.388 0.963 -0.276 1.3 0.1 0.6 -0.20
O -1.386 1.197 -1.211 -0.4 -1.0 -0.1 -0.04
C -0.124 0.853 -0.812 2.3 2.5 1.0 -0.28
C 0.678 1.950 -0.511 2.2 1.1 1.1 0.03
C 2.026 1.803 0.104 -3.9 -1.7 -1.7 -0.06
C 2.494 0.538 0.332 -1.8 -0.3 -1.7 -0.12
C 1.770 -0.539 -0.157 -2.3 0.2 -0.1 -0.02
C 0.432 -0.421 -0.666 0.6 -0.7 0.3 -0.17
N -0.389 -1.485 -1.014 -0.4 -1.3 -0.4 -0.04
N -0.101 -2.831 -0.713 -0.3 0.4 1.7 0.01
H -3.348 1.106 1.497 1.1 0.0 0.3 0.07
H -1.575 1.873 1.409 0.3 0.0 0.6 0.06
H -3.127 0.438 -0.809 -1.5 -0.4 -0.1 0.10
H 0.237 2.977 -0.716 0.7 -1.5 0.4 0.14
H 2.674 2.524 0.411 1.0 2.8 0.5 0.06
H 3.425 0.335 0.759 1.3 0.0 0.7 0.09
H 2.167 -1.497 0.027 0.2 -1.2 -0.1 0.08
H -1.404 -1.337 -0.966 1.0 0.2 0.1 0.13
H 0.216 -3.452 -1.415 0.4 0.3 -1.2 0.06
H 0.436 -2.993 0.136 -0.3 0.4 -0.1 0.08
```
Forces are in eV/Å.

Results
SMILES: C=COc1ccccc1NN

=====

Record 3
Density functional theory data (ωB97M-V/def2-TZVPD) for C8H10N2O in the gas phase at a distorted geometry.

The geometry in XYZ format:
```
21
Properties=species:S:1:pos:R:3:forces:R:3:lowdin_charge:R:1
C -1.911 2.526 -0.443 1.6 0.0 -0.7 -0.10
O -1.217 1.489 0.258 1.1 1.1 -1.0 -0.16
C -0.037 1.060 -0.491 0.9 0.8 1.6 -0.34
C 1.001 0.644 0.545 -1.6 -0.1 -1.3 0.03
C 1.117 -0.648 0.734 0.8 -2.3 1.4 -0.21
N 1.807 -1.371 1.746 1.6 1.3 0.7 0.08
C 1.514 -2.698 1.622 -1.1 -0.5 -2.1 -0.19
N 0.667 -3.007 0.673 0.7 1.6 0.5 0.10
C 0.396 -1.731 0.081 -2.9 -0.1 -1.6 -0.21
C -0.568 -1.386 -0.835 2.9 -0.5 1.9 0.01
C -0.509 -0.027 -1.390 0.9 -0.2 -0.5 -0.15
H -2.709 2.736 0.195 -1.3 0.8 1.0 0.06
H -2.378 2.149 -1.387 0.7 0.4 0.3 0.09
H -1.236 3.464 -0.599 -1.2 -1.6 0.1 0.12
H 0.492 1.868 -1.060 -1.2 -0.1 0.2 0.15
H 1.318 1.355 1.243 0.7 1.0 0.7 0.10
H 2.671 -1.010 2.192 -1.2 -0.5 -0.4 0.16
H 1.971 -3.492 2.151 0.5 -0.2 0.9 0.11
H -1.128 -2.072 -1.388 -1.0 -1.3 -0.4 0.09
H 0.249 -0.124 -2.199 -0.9 0.4 -0.3 0.15
H -1.510 0.273 -1.647 -0.2 0.1 -1.1 0.11
```
Forces are in eV/Å.

Results
SMILES: CO[C@H]1C=c2[nH]cnc2=CC1

=====

Record 4
Density functional theory data (ωB97M-V/def2-TZVPD) for C8H10N2OS in the gas phase at a distorted geometry.

The geometry in XYZ format:
```
22
Properties=species:S:1:pos:R:3:forces:R:3:lowdin_charge:R:1
S 1.517 -1.834 -0.881 -0.7 0.4 -0.2 0.64
C 1.001 -0.005 -0.088 -0.5 -2.6 0.9 -0.67
C -0.473 -0.025 -0.010 -0.4 0.1 -1.3 -0.26
C -1.175 -0.785 0.895 -0.3 0.4 1.6 -0.07
C -2.556 -0.856 0.869 -1.1 0.4 1.3 -0.07
C -3.232 -0.189 -0.148 1.8 0.1 -0.6 -0.09
C -2.552 0.538 -1.128 0.2 -0.6 1.1 -0.06
C -1.178 0.605 -1.005 1.7 0.9 -4.1 -0.04
N 1.610 0.028 1.196 -0.1 0.6 0.0 -0.03
N 2.928 0.381 0.845 1.2 1.0 1.2 -0.05
C 2.723 1.416 -0.188 2.4 0.8 3.5 -0.19
O 1.572 0.988 -0.834 -0.7 0.1 -1.4 -0.06
H 0.282 -2.416 -1.076 0.8 0.7 0.3 -0.15
H -0.697 -1.143 1.783 0.4 -0.6 0.2 0.10
H -3.163 -1.243 1.777 1.3 0.2 -1.9 0.14
H -4.239 -0.326 -0.262 -2.6 -0.1 0.0 0.07
H -3.046 1.025 -1.951 -0.2 -0.1 -0.1 0.10
H -0.540 0.964 -1.977 -1.7 -0.4 2.8 0.18
H 1.474 -0.744 1.887 0.5 1.0 -1.4 0.15
H 3.452 -0.431 0.572 0.2 -0.3 -0.8 0.08
H 2.565 2.381 0.394 -0.6 -1.0 -0.7 0.13
H 3.730 1.670 -0.669 -1.7 -1.2 -0.5 0.15
```
Forces are in eV/Å.

Results
SMILES: S[C@@]1(c2ccccc2)NNCO1

=====

Record 5
Density functional theory data (ωB97M-V/def2-TZVPD) for C8H10N2S2 in the gas phase at a distorted geometry.

The geometry in XYZ format:
```
22
Properties=species:S:1:pos:R:3:forces:R:3:lowdin_charge:R:1
C -1.469 -0.045 -1.992 2.1 -2.1 0.1 -0.38
S -2.376 -0.318 -0.386 0.7 0.4 -1.2 0.77
C -0.970 -0.102 0.807 0.8 -0.3 -2.5 -0.75
S -0.139 -1.748 1.323 0.1 2.3 -1.5 0.91
C 1.163 -1.181 0.220 2.4 -0.4 0.7 -0.44
C 2.377 -1.870 -0.054 -1.1 -1.3 0.7 -0.10
C 3.463 -1.213 -0.602 1.0 0.6 -1.8 -0.09
C 3.299 0.132 -1.029 -1.5 -2.4 2.6 -0.12
N 2.201 0.790 -0.662 0.0 1.5 -0.7 0.12
C 1.196 0.223 -0.037 0.4 -2.6 -0.5 -0.39
N 0.021 0.854 0.239 -0.4 -1.7 1.3 -0.21
C -0.009 2.205 0.674 -2.2 -2.1 3.3 -0.03
H -0.381 0.322 -1.725 -2.5 -0.7 -0.8 0.06
H -1.916 0.624 -2.717 -0.4 0.3 0.4 0.01
H -1.393 -1.074 -2.520 0.0 1.7 0.9 0.05
H -1.496 0.405 1.530 -0.7 0.6 2.4 0.01
H 2.495 -2.989 0.148 -0.4 1.7 -0.1 0.13
H 4.413 -1.761 -0.846 -1.2 0.6 0.3 0.11
H 4.033 0.667 -1.544 1.1 0.7 -0.7 0.08
H -0.673 2.769 0.146 -1.7 1.7 -1.6 0.07
H -0.323 2.226 1.752 -0.3 0.0 -0.7 0.12
H 0.893 2.622 0.772 3.7 1.5 -0.6 0.05
```
Forces are in eV/Å.

Results
SMILES: CS[C@H]1Sc2cccnc2N1C

=====

Record 6
Density functional theory data (ωB97M-V/def2-TZVPD) for a molecular structure, C8H10N3 at a distorted geometry.

The geometry in XYZ format:
```
21
Properties=species:S:1:pos:R:3:forces:R:3:lowdin_charge:R:1
C -1.638 0.874 1.412 -0.5 -0.4 -1.2 0.07
C -2.850 0.128 1.490 1.1 -0.6 -1.3 -0.08
C -0.949 0.151 0.450 0.5 2.2 1.2 -0.19
C -1.022 -1.748 -0.761 -0.3 -0.8 -2.9 0.05
C 0.130 -1.149 -1.002 0.8 -1.1 -0.4 -0.01
C 2.471 0.561 -0.507 -1.0 1.1 -0.7 -0.09
C 1.617 -0.078 0.587 1.9 -1.1 2.5 -0.06
C 1.117 1.099 -0.995 -0.6 1.6 -1.0 -0.05
N -2.852 -0.913 0.676 -0.5 -0.8 0.2 0.13
N -1.679 -0.887 0.064 -1.9 0.0 1.4 -0.10
N 0.340 0.072 -0.187 -0.2 -1.4 -1.4 -0.10
H -1.553 1.897 1.712 0.6 0.1 0.5 0.11
H -3.735 0.247 2.029 -1.0 0.7 1.0 0.10
H -1.470 -2.557 -1.452 0.6 1.3 1.9 0.19
H 0.860 -1.524 -1.679 0.7 0.3 -0.2 0.14
H 3.057 1.480 -0.335 0.4 -1.1 0.5 0.13
H 2.959 -0.173 -1.176 -0.2 0.6 0.4 0.13
H 1.767 -1.177 0.620 0.2 0.8 1.0 0.14
H 1.681 0.478 1.601 -0.7 -1.1 -1.7 0.18
H 0.811 2.010 -0.468 0.6 0.2 -0.4 0.14
H 0.939 1.211 -2.080 -0.5 -0.4 0.6 0.15
```
Forces are in eV/Å.

Results
Total charge: +1

=====

Record 7
Density functional theory data (ωB97M-V/def2-TZVPD) for a molecular structure, C8H10N3O2S2 at a distorted geometry.

The geometry in XYZ format:
```
25
Properties=species:S:1:pos:R:3:forces:R:3:lowdin_charge:R:1
C 0.324 -1.287 2.769 1.9 -1.5 -0.2 -0.12
C -0.532 -0.638 1.948 0.0 0.2 -1.5 -0.05
C 1.445 -1.961 2.250 0.0 -1.5 1.8 -0.16
C 0.626 -1.401 -0.043 0.7 -0.5 4.6 -0.27
C -0.374 -0.607 0.528 0.2 -0.5 1.8 -0.21
C 1.605 -2.041 0.880 -0.9 1.0 -2.0 -0.64
C 2.066 -1.712 -1.949 -1.5 -1.2 3.4 0.11
C -0.142 -1.106 -2.374 -0.8 -2.1 1.2 -0.04
N 0.872 -1.444 -1.367 4.0 -0.4 -2.9 -0.26
N -2.085 1.048 0.221 -1.4 1.9 1.8 0.02
N -1.159 0.189 -0.272 1.9 0.4 -2.1 -0.11
O -0.064 3.571 -0.163 -0.4 -0.8 0.2 -0.58
O 0.160 2.105 -2.185 -0.7 0.2 0.3 -0.64
S 2.975 -2.687 0.070 -0.6 0.9 -2.2 0.68
S 0.819 2.813 -1.058 2.2 -0.9 -0.3 0.59
H 0.258 -1.386 3.836 -0.6 0.5 0.4 0.09
H -1.275 -0.056 2.397 -1.1 0.8 0.4 0.07
H 2.064 -2.589 3.033 -0.9 1.5 -2.1 0.13
H 0.296 -1.412 -3.272 0.6 -0.3 -1.6 0.05
H -0.971 -1.871 -2.154 0.6 1.9 -0.4 0.14
H -0.270 -0.054 -2.353 -0.9 0.6 -0.3 0.04
H -1.641 1.781 0.800 0.1 0.0 -0.5 0.08
H -2.587 0.535 0.890 -1.5 -0.7 0.9 0.04
H -0.580 0.865 -0.788 0.2 -1.1 -0.6 0.03
H 1.531 1.141 -0.315 -0.8 1.7 -0.1 0.00
```
Forces are in eV/Å.

Results
Total charge: -1

=====

Record 8
Density functional theory data (ωB97M-V/def2-TZVPD) for a gas-phase ion, C8H10N3O2S2 (charge -1) at a distorted geometry.

The geometry in XYZ format:
```
25
Properties=species:S:1:pos:R:3:forces:R:3:lowdin_charge:R:1
C -1.871 -2.257 -1.707 2.2 1.6 -0.4 -0.05
C -1.137 -1.457 -0.684 1.0 1.2 1.9 -0.43
N -1.497 -0.307 -0.272 -2.0 -2.7 -1.5 0.07
C -0.684 0.644 0.168 2.5 -0.1 -2.3 -0.39
C -0.996 1.448 1.176 -0.4 0.1 2.2 -0.10
C -0.351 2.602 1.374 1.2 3.4 0.2 -0.14
C 0.532 3.158 0.439 0.5 -1.4 -0.5 -0.10
C 0.909 2.311 -0.616 0.3 -0.1 -0.2 -0.14
C 0.443 0.984 -0.710 -1.7 1.1 0.9 -0.66
S 0.841 -0.090 -1.941 0.7 -0.2 -2.0 0.64
S 0.089 -2.338 0.438 -0.3 1.4 -0.6 0.63
O -0.080 -3.679 0.056 0.1 -3.0 -0.8 -0.32
O -0.263 -1.978 1.788 0.1 0.2 0.3 -0.32
N 1.701 -1.879 0.178 -1.4 -2.0 2.5 -0.23
N 2.081 -0.968 1.197 -0.8 0.8 0.2 -0.02
H -1.818 -3.302 -1.540 -0.3 -0.8 0.1 0.05
H -1.245 -1.958 -2.598 -1.1 -0.6 0.4 0.08
H -2.802 -1.748 -1.681 -1.2 -0.2 -0.6 0.07
H -1.615 1.134 1.979 -1.0 -0.4 0.2 0.11
H -0.641 3.180 2.229 0.1 0.3 0.4 0.08
H 1.047 4.115 0.523 -0.5 -0.1 0.2 0.08
H 1.582 2.626 -1.433 -0.2 0.0 0.7 0.09
H 1.651 -1.471 -0.707 0.5 1.4 -2.2 -0.11
H 2.056 -1.607 1.960 0.8 -0.3 1.2 0.04
H 1.210 -0.434 1.447 1.2 0.2 -0.5 0.06
```
Forces are in eV/Å.

Results
SMILES: C/C(=N/c1ccccc1[S-])S(=O)(=O)NN
Total charge: -1

=====

no.,DFT total energy (a.u.)
1,-1969.41494
2,-495.48188
3,-495.51351
4,-893.67740
5,-1216.66397
6,-474.72889
7,-1421.79585
8,-1421.92158